Entry from the OMol25 dataset: a single C10H16O2S2 molecule at a distorted geometry (ωB97M-V/def2-TZVPD).

Geometry as XYZ:
```
30
Properties=species:S:1:pos:R:3:nbo_charge:R:1
C 0.96619 0.15168 -1.65733 -0.151
C 1.03664 1.07796 -0.67233 -0.270
C 0.68060 -1.94835 -0.18404 -0.510
C 0.32862 -1.46695 1.05714 -0.211
C -1.34446 1.50618 2.63925 -0.569
C -0.47976 2.75754 2.39217 -0.599
C 0.25159 -1.13453 -1.56764 -0.044
C 0.39047 1.13190 0.54245 -0.516
C 0.77937 -1.96187 -2.74441 -0.614
C -1.27564 -0.91900 -1.68766 -0.601
O -2.26859 1.91440 0.14640 -0.978
O 1.56401 1.21879 2.93508 -0.987
S -1.36805 0.95695 0.83003 1.208
S 1.18443 2.15417 1.83860 1.239
H 1.71987 0.34727 -2.37789 0.215
H 1.81112 1.94293 -0.62429 0.219
H 1.77766 -2.16177 -0.19005 0.230
H 0.19503 -2.97224 -0.40869 0.248
H -0.67201 -1.36136 1.46970 0.199
H 1.10480 -0.90304 1.58929 0.227
H -0.85945 0.79123 3.26943 0.260
H -2.36818 1.76531 2.64793 0.249
H -0.85560 3.43028 1.69765 0.241
H -0.18814 3.14638 3.31003 0.231
H 1.90186 -2.08041 -2.76910 0.214
H 0.33833 -1.63344 -3.71091 0.223
H 0.52933 -3.00251 -2.73554 0.211
H -1.65828 -0.57916 -2.64251 0.227
H -1.50943 -0.25090 -0.87229 0.208
H -1.71234 -1.91744 -1.52047 0.201
```

- HOMO (spin up / spin down) (eV) = -8.0 / -8.2
- lowest unoccupied orbital energy (spin up / spin down) (eV) = -1.32 / -0.47
- ΔE to the lowest compared entry with this formula, charge and spin (kcal/mol) = 137.07

=====

Entry from the OMol25 dataset: a single C10H16S molecule at a distorted geometry (ωB97M-V/def2-TZVPD).

Geometry as XYZ:
```
27
Properties=species:S:1:pos:R:3:nbo_charge:R:1
C -3.36157 -0.73329 -0.64711 -0.616
C -2.12964 -0.54746 0.26033 -0.199
C -1.84830 0.76683 1.10787 -0.388
C -0.53510 1.08879 0.33996 -0.251
C -0.74631 -0.14813 -0.50225 -0.218
C 0.61525 -0.73084 -0.12257 -0.141
S 0.82162 -2.48379 0.16021 -0.011
C 0.69344 0.56005 1.10587 -0.197
C 1.72484 0.26545 0.01001 -0.104
C 3.08660 -0.23746 0.53293 -0.598
C 1.85443 1.27166 -1.08778 -0.626
H -3.68524 0.25120 -1.12072 0.198
H -4.16113 -1.23854 -0.17487 0.215
H -3.14236 -1.36098 -1.56645 0.215
H -2.10307 -1.59616 0.76957 0.206
H -1.77330 0.49972 2.09642 0.209
H -2.61254 1.46573 0.88794 0.207
H -0.43551 2.04060 -0.08347 0.214
H -1.00558 -0.13390 -1.65115 0.195
H 1.93572 -2.83485 -0.66955 0.134
H 0.76484 0.17501 2.13090 0.237
H 3.54696 -0.94296 -0.19504 0.214
H 2.81341 -0.85574 1.49986 0.220
H 3.84289 0.59062 0.84484 0.226
H 1.58193 2.19346 -0.64242 0.216
H 1.30682 1.11168 -2.01056 0.225
H 2.95092 1.56331 -1.27275 0.218
```

- HOMO (eV) = -8.0
- lowest unoccupied orbital energy (eV) = 0.75
- ΔE to the lowest compared entry with this formula, charge and spin (kcal/mol) = 96.70
- SMILES string = C[C@@H]1C[C@@H]2[C@H]1[C@]1(S)[C@H]2C1(C)C

=====

Entry from the OMol25 dataset: 2 unconnected molecules or ions with the total composition C10H16SSi at a distorted geometry (ωB97M-V/def2-TZVPD).

Geometry as XYZ:
```
28
Properties=species:S:1:pos:R:3:nbo_charge:R:1
C -3.05470 -2.50304 1.45348 -0.357
C 2.67791 -1.99576 1.15605 -0.552
C 2.38221 3.55159 0.47166 -0.378
C -2.12477 -2.13054 0.64187 -0.216
C 3.86559 -1.77461 0.70519 -0.059
C 1.87392 2.32869 0.91004 -0.662
C -1.43554 0.88446 -1.65820 -0.420
C -1.47913 -0.57559 -1.26416 -0.426
C -0.08980 1.60109 -1.67313 -0.850
C -1.69133 -0.78754 0.31553 -0.281
Si 0.92087 1.01951 -0.12898 1.089
S -0.07308 -0.35365 1.27145 -0.244
H -3.31646 -3.52504 1.48417 0.207
H -3.55831 -1.78612 2.04323 0.196
H 1.80580 -1.37831 1.15308 0.219
H 2.25675 -2.87273 1.57476 0.204
H 3.24881 3.96484 1.01539 0.207
H 1.95395 4.00229 -0.48828 0.196
H -1.58937 -2.78296 -0.03476 0.200
H 4.16309 -0.95037 0.19744 0.149
H 2.28862 1.82712 1.72316 0.206
H -1.83656 0.96636 -2.74155 0.210
H -2.09529 1.46228 -1.05971 0.205
H -2.44056 -1.16500 -1.59531 0.229
H -0.60245 -1.09691 -1.90370 0.229
H 0.42124 1.35161 -2.57720 0.235
H -0.11983 2.70938 -1.65920 0.245
H -2.35159 0.00896 0.66769 0.218
```

- HOMO (spin up / spin down) (eV) = -8.3 / -6.8
- lowest unoccupied orbital energy (spin up / spin down) (eV) = -0.53 / 0.05
- ΔE to the lowest compared entry with this formula, charge and spin (kcal/mol) = 182.45

=====

Entry from the OMol25 dataset: a molecular structure, C10H17AlNO3 at a distorted geometry (ωB97M-V/def2-TZVPD).

Geometry as XYZ:
```
32
Properties=species:S:1:pos:R:3:nbo_charge:R:1
C 2.24120 -0.22513 4.03049 -0.324
C 1.58344 -0.19837 3.02526 0.053
C 0.79452 -0.03784 1.79486 -0.499
C 0.71199 1.47687 1.43463 -0.380
C -0.71745 1.98300 1.17973 -0.951
Al -2.05874 1.82416 2.68976 1.233
N -1.96764 0.12538 3.61343 -0.896
C -2.64522 -0.73994 3.13407 0.778
O -3.22134 -1.56708 2.49853 -0.635
H 2.82839 0.05524 4.87072 0.221
H 1.31720 -0.55903 0.98657 0.218
H -0.18420 -0.50892 1.88210 0.247
H 1.24462 2.04596 2.19788 0.198
H 1.30792 1.60371 0.52061 0.193
H -1.13275 1.51606 0.27737 0.196
H -0.64773 3.05673 0.95432 0.209
H -3.53681 1.89313 2.01483 -0.435
H -1.95404 2.99216 3.79573 -0.428
O 1.16125 1.58563 -2.41738 -0.562
C 0.70191 0.50993 -2.67791 0.800
O 0.81630 -0.49227 -1.78693 -0.504
C 0.14172 -1.74451 -1.90442 -0.071
C 0.92213 -2.72320 -2.75850 -0.635
C 0.07839 0.22524 -4.02656 -0.742
H -0.87954 -1.60357 -2.26081 0.178
H 0.06473 -2.12694 -0.88779 0.210
H 1.03267 -2.36458 -3.78289 0.201
H 0.42007 -3.69112 -2.78500 0.214
H 1.92569 -2.85853 -2.35436 0.218
H 0.86612 -0.04107 -4.73038 0.235
H -0.41290 1.13260 -4.36911 0.244
H -0.67477 -0.55941 -4.01027 0.215
```

- net charge = -1
- HOMO (eV) = -4.8
- lowest unoccupied orbital energy (eV) = 2.56

=====

Entry from the OMol25 dataset: 2 unconnected molecules or ions with the total composition C10H17BrClF3N4O5P at a distorted geometry (ωB97M-V/def2-TZVPD).

Geometry as XYZ:
```
42
Properties=species:S:1:pos:R:3:nbo_charge:R:1
N 0.87258 -0.57776 -4.37843 -1.261
P 0.58732 0.08382 -2.94919 2.208
O -0.29478 1.52623 -3.26611 -0.936
O 2.05558 0.42593 -2.10283 -0.966
N -0.30424 -1.04580 -1.93746 -0.959
C -1.20476 -0.38997 -0.99136 0.756
N -0.65085 0.08643 0.26861 -0.480
C -0.13872 1.49299 0.13322 -0.353
C -0.56148 2.30722 1.44324 0.404
O -1.30291 3.30792 1.44829 -0.465
C 0.38393 -0.83974 0.82817 -0.273
C 0.02611 -1.04775 2.41575 -0.470
C -0.74688 -2.44140 2.51392 0.235
F -2.16610 -2.34288 2.74105 -0.331
C -0.12597 -3.71390 2.41769 0.674
F -0.29742 -4.62039 3.50351 -0.293
F 0.65580 -4.16051 1.33609 -0.300
N -2.50859 -0.18699 -1.24375 -0.345
Cl -3.23346 -0.67958 -2.74321 0.284
C -3.44546 0.47385 -0.27731 -0.361
C -3.78160 1.99078 -0.64667 0.493
O -2.96910 2.86436 -0.96714 -0.466
Br -5.71266 2.52507 -0.58232 0.047
H 1.91021 -0.60485 -4.45148 0.397
H 0.32520 2.29021 -3.12570 0.524
H 2.33038 -0.44514 -1.71143 0.522
H -0.75877 -1.79856 -2.47536 0.463
H -0.64251 1.96922 -0.77051 0.258
H 0.99130 1.56647 0.01035 0.244
H -0.13067 1.94864 2.45602 0.138
H 0.38703 -1.88372 0.37933 0.242
H 1.45203 -0.39819 0.82433 0.270
H 1.01853 -1.04399 2.98296 0.250
H -0.57638 -0.16377 2.80233 0.249
H -4.43691 -0.10921 -0.36717 0.278
H -3.12761 0.38166 0.81111 0.306
C 4.63998 0.42459 1.15364 -0.249
O 3.28473 0.48626 0.71673 -0.758
H 4.71366 -0.29312 1.97038 0.194
H 5.27853 0.10026 0.32923 0.177
H 4.95797 1.40761 1.50703 0.181
H 3.24693 1.12771 -0.00553 0.475
```

- net charge = +1
- HOMO (eV) = -12.0
- lowest unoccupied orbital energy (eV) = -4.88
- ΔE to the lowest compared entry with this formula, charge and spin (kcal/mol) = 66.00

=====

Entry from the OMol25 dataset: a molecular structure, C10H17Cl2NPd at a distorted geometry (ωB97M-V/def2-TZVPD).

Geometry as XYZ:
```
31
Properties=species:S:1:pos:R:3:lowdin_spin:R:1
Pd 0.19446 -0.19094 0.32065 1.557
Cl -0.56125 1.91580 1.22073 0.428
Cl -0.12914 -2.45093 -0.25598 0.370
C -3.04560 -0.45422 0.71964 0.062
H -2.69216 -1.39639 1.12866 0.003
H -3.74333 0.17113 1.27785 0.003
C 0.77127 0.46761 -1.43424 1.069
C -2.61810 -0.05875 -0.49347 0.019
H 1.85152 0.72823 -1.47477 0.076
C -3.06651 1.23497 -1.10474 -0.002
H -1.93892 -0.69841 -1.07672 0.004
C -2.47103 1.47737 -2.50510 0.005
H -4.17332 1.23632 -1.16919 0.000
H -2.79566 2.04194 -0.39689 -0.001
C -0.99851 1.87084 -2.48729 0.046
H -2.62282 0.58215 -3.12042 0.001
H -3.04084 2.28689 -2.97664 0.001
C -0.02623 0.67392 -2.64665 0.176
H -0.82855 2.56855 -3.31790 0.003
H -0.77506 2.41783 -1.56642 0.005
H -0.52916 -0.29866 -2.70028 0.024
H 0.62974 0.85097 -3.51411 0.020
C 4.54931 -1.40686 3.46589 0.000
C 3.26189 -2.17552 3.08922 0.003
C 2.39598 -1.40461 2.20072 0.024
N 1.59488 -0.84223 1.56661 0.104
H 5.13385 -1.16233 2.57369 0.000
H 5.19629 -1.96713 4.14624 0.000
H 4.30546 -0.45444 3.94654 0.000
H 3.50379 -3.13977 2.58662 0.000
H 2.66773 -2.42333 3.99773 0.001
```

- HOMO (spin up / spin down) (eV) = -7.3 / -9.0
- lowest unoccupied orbital energy (spin up / spin down) (eV) = 0.23 / -3.29
- ΔE to the lowest compared entry with this formula, charge and spin (kcal/mol) = 0.00
- expectation value of S² = 6.02
- spin multiplicity = 5

=====

Entry from the OMol25 dataset: a gas-phase ion, C10H17N3OP (charge +1) at a distorted geometry (ωB97M-V/def2-TZVPD).

Geometry as XYZ:
```
32
Properties=species:S:1:pos:R:3:nbo_charge:R:1
C 1.55544 -2.27433 -0.72520 -0.414
N 1.16921 -1.11093 0.09044 -0.734
C 0.36983 -1.46642 1.22789 -0.401
P 1.03409 0.26807 -0.92389 1.500
N -0.35725 0.93928 -0.03098 -0.711
C -1.59194 0.44944 -0.09460 0.237
C -2.58144 1.30864 0.54212 -0.220
C -3.78595 0.75575 0.85355 -0.141
C -4.17245 -0.47954 0.39840 -0.147
C -3.33111 -1.27398 -0.42317 -0.235
C -2.04175 -0.76426 -0.78586 0.400
O -1.22132 -1.29489 -1.56139 -0.470
N 2.24432 1.26716 -0.37634 -0.774
C 2.61938 2.23274 -1.40339 -0.426
C 2.97686 1.05429 0.85386 -0.389
H 1.94745 -1.93256 -1.60879 0.212
H 2.03509 -3.05393 -0.12895 0.221
H 0.49534 -2.69588 -1.04422 0.199
H 0.52466 -0.74703 2.10351 0.211
H -0.60347 -1.48411 0.84625 0.178
H 0.72004 -2.46784 1.48963 0.231
H -0.27059 1.93302 0.23453 0.438
H -2.24629 2.17088 1.01588 0.219
H -4.42410 1.36852 1.53587 0.250
H -5.11282 -0.82834 0.76861 0.246
H -3.52687 -2.25850 -0.83053 0.261
H 2.93848 3.16706 -1.04435 0.218
H 3.50128 1.86804 -2.11551 0.204
H 1.72136 2.43787 -2.12971 0.217
H 3.85945 0.38689 0.60963 0.207
H 3.25527 1.98732 1.18092 0.209
H 2.29977 0.53760 1.47579 0.206
```

- net charge = +1
- HOMO (spin up / spin down) (eV) = -12.0 / -11.8
- lowest unoccupied orbital energy (spin up / spin down) (eV) = -6.08 / -6.41
- ΔE to the lowest compared entry with this formula, charge and spin (kcal/mol) = 0.00
- SMILES string = CN(C)P(/[NH+]=C1/C=CC=CC1=O)N(C)C

=====

- Number 3 is which compound?
  C10H16SSi